1.
29
Properties=species:S:1:pos:R:3 method="wB97M-V/def2-TZVPD" charge=-2 multiplicity=6 gap_ev="2.80 / 4.86" e_tot_ha=-1847.3232 e_above_lowest_kj_mol=147.37
C 0.88664 -1.03951 -2.05562
I -0.66744 -0.24597 -3.68379
H 1.82229 -1.28346 -2.55832
H 1.01667 0.04783 -2.10328
H 0.34604 -1.65254 -2.79802
C 0.14150 3.01095 0.55719
C 0.21422 0.74582 0.31330
N -0.56455 1.87374 0.27471
H 2.31562 3.19059 1.04487
I 0.24061 -0.89802 3.20633
N 1.45848 1.24527 0.63093
H -0.32589 3.99692 0.64955
Ru -0.59398 -1.12692 0.70835
C 0.93725 -1.71587 -0.52228
O 1.80656 -2.50576 -0.19941
C 1.41967 2.62259 0.76328
C 2.68305 0.48028 0.82133
H 3.42331 1.14966 1.26843
H 3.06651 0.09723 -0.13359
H 2.51059 -0.35951 1.50471
C -2.03351 1.88944 0.07363
H -2.32823 2.79727 -0.48755
H -2.52851 1.88170 1.06296
H -2.30199 0.98689 -0.49269
O -3.58923 -2.77532 1.53715
S -2.67746 -3.28106 0.53007
O -3.16601 -3.90937 -0.68925
O -2.13901 -1.50311 -0.25756
O -1.37322 -3.71975 1.03456

2.
23
Properties=species:S:1:pos:R:3 method="wB97M-V/def2-TZVPD" gap_ev="6.65 / 6.86" e_tot_ha=-1086.0732 e_above_lowest_kj_mol=0.00
C -1.29102 -1.00823 -1.19339
C -0.88722 1.01975 1.60089
C 0.76836 1.38082 -1.35813
C -0.41653 -1.60234 -2.33868
C -1.57637 0.01973 2.43657
C 1.21649 2.68291 -0.91131
C 1.54804 -1.76139 1.22721
O -2.46925 -1.07954 -1.11418
O -0.62058 2.19099 1.85342
O 1.06052 0.85839 -2.42712
Si -0.25865 0.19444 -0.08468
I 0.54852 -3.59003 1.53142
H -1.01069 -1.69738 -3.19685
H 0.30425 -0.78122 -2.50746
H 0.04262 -2.51601 -2.09423
H -0.92814 -0.64557 2.92518
H -2.31488 -0.44170 1.81451
H -2.03734 0.67621 3.21865
H 1.90964 2.58775 -0.05787
H 0.45031 3.38302 -0.51628
H 1.82925 3.15043 -1.64350
H 2.39213 -1.57187 0.57151
H 1.74055 -1.44916 2.26432

3.
19
Properties=species:S:1:pos:R:3 method="wB97M-V/def2-TZVPD" gap_ev=8.83 e_tot_ha=-327.9965 e_above_lowest_kj_mol=240.06
H -1.82114 0.77997 2.92342
N -1.24441 1.12015 2.15729
C -1.06195 0.27819 1.21460
C -0.58487 0.73917 -0.12824
C -0.76261 1.99076 -0.55957
C 0.16621 -0.31518 -0.79201
C -0.16672 -0.64569 -2.21268
C 0.82749 -1.15269 0.04855
C 1.70629 -0.74601 1.19348
H -1.47271 -0.74122 1.24733
H -0.45201 2.30470 -1.54362
H -1.25207 2.71029 0.07578
H 0.50784 -1.40588 -2.60519
H -1.18641 -1.02786 -2.28419
H -0.09590 0.23878 -2.84438
H 1.08490 -2.13570 -0.33979
H 1.57260 -1.45176 2.01522
H 2.75692 -0.80275 0.90481
H 1.47853 0.26276 1.52921

4.
19
Properties=species:S:1:pos:R:3 method="wB97M-V/def2-TZVPD" gap_ev="7.54 / 7.54" e_tot_ha=-327.9104 e_above_lowest_kj_mol=466.16
C 0.13722 1.59904 0.68700
C -0.91896 -0.50303 -0.44504
C -0.12628 -1.57408 0.01880
C -0.99088 -0.15321 -1.90086
N -0.12566 1.32949 2.00653
C 1.26386 1.16809 0.00694
C 1.57797 -1.16484 0.61060
C 1.92825 0.04509 0.43351
H -0.47158 2.38654 0.25737
H -1.69828 -0.11646 0.19835
H -1.07962 1.42473 2.31467
H 0.35848 0.53311 2.39601
H -0.48695 -2.06374 0.92025
H 0.17191 -2.29015 -0.74522
H 1.48930 1.62507 -0.94916
H 2.00069 -2.04251 1.07101
H -1.69646 -0.80279 -2.43730
H -0.01642 -0.27705 -2.37996
H -1.31660 0.87668 -2.06351

5.
19
Properties=species:S:1:pos:R:3 method="wB97M-V/def2-TZVPD" gap_ev=8.33 smiles="C=C1C[C@H](N)[C@@H]2C[C@@H]12" e_tot_ha=-327.7691 e_above_lowest_kj_mol=837.26
C -2.36440 -0.57301 -0.31969
C -1.11865 -0.16449 -0.36745
C -0.76374 1.15559 0.36669
C 0.78420 0.84745 0.46231
N 1.48743 1.35953 -0.44555
C 0.83819 -0.59075 0.61867
C 0.89962 -1.91201 -0.32149
C 0.08145 -0.97622 -0.86233
H -2.84059 -1.64932 -0.60337
H -2.71064 0.36840 0.41672
H -1.08918 1.17736 1.47264
H -0.96478 2.30646 -0.24638
H 0.93674 1.14626 1.56878
H 2.44943 1.44171 -0.25372
H 1.21945 2.41844 -0.71504
H 0.31594 -0.88536 1.61619
H 1.71638 -2.17848 -0.95037
H 0.63043 -2.73746 0.29402
H 0.49273 -0.55411 -1.73063

6.
20
Properties=species:S:1:pos:R:3 method="wB97M-V/def2-TZVPD" charge=+1 multiplicity=3 gap_ev="7.80 / 6.70" e_tot_ha=-382.2919 e_above_lowest_kj_mol=427.54
C -1.35250 -1.07724 -1.70022
C -1.31480 -2.19707 -0.78594
C -0.73865 0.09672 -1.73213
C -0.81280 -2.53735 0.32586
C 0.17613 0.69039 -0.64014
C -0.34571 0.85548 0.82817
C 0.73520 -0.16991 0.44532
N 0.21012 2.04737 1.48176
N 2.02496 0.22217 0.81651
H -2.06582 -1.22693 -2.53463
H -1.85554 -3.07577 -1.33423
H -0.70294 0.71411 -2.68436
H -0.72915 -2.87695 1.28992
H 0.83449 1.55453 -0.91903
H -1.17205 0.42589 1.23707
H 0.41702 2.73464 0.83167
H 1.80554 1.06399 1.46577
H 2.71029 0.76676 0.24724
H 2.51475 -0.55906 1.22423
H -0.33853 2.54823 2.13719

7.
21
Properties=species:S:1:pos:R:3 method="wB97M-V/def2-TZVPD" charge=+1 gap_ev=7.46 e_tot_ha=-457.7159 e_above_lowest_kj_mol=323.36
C -2.36646 0.60178 0.57508
C -2.17224 -0.72712 0.42887
C -0.12515 0.22180 0.14677
C 2.78958 -0.29357 -0.06357
C 2.84977 -0.09475 -1.41388
C -0.88664 2.53869 0.84040
C -0.37046 -2.25353 -0.16348
N -1.09747 1.16404 0.41780
N -0.87124 -0.89920 0.13007
O 2.94229 -0.59752 1.02081
H -3.36476 1.00383 0.73935
H -2.87808 -1.54803 0.29653
H 2.11886 0.76255 -1.63780
H 2.57896 -0.96927 -1.97534
H 3.87298 0.29499 -1.68820
H -1.15918 2.50977 1.91998
H 0.21372 2.71191 0.72918
H -1.61633 3.18149 0.31554
H -1.07567 -2.97676 -0.23902
H 0.19201 -2.07603 -1.08766
H 0.42551 -2.55507 0.70857

8.
24
Properties=species:S:1:pos:R:3 method="wB97M-V/def2-TZVPD" charge=-1 gap_ev=4.70 e_tot_ha=-683.7023 e_above_lowest_kj_mol=413.19
C -1.41059 0.59742 -1.65427
C 2.21591 0.67658 0.05766
C 0.34100 -1.04540 0.64628
C -0.39166 -1.77102 -0.34714
C 1.00432 -0.69747 -1.49151
C -1.30122 1.54734 -2.61243
C 2.34069 1.23778 1.47683
N 1.22259 -0.20074 -0.16850
N 0.09066 -1.59267 -1.55977
O -3.92670 -1.51342 0.37272
O -1.82937 -0.14712 -0.81698
O 2.96375 1.23669 -0.86603
O 1.53558 -0.08679 -2.55961
H -0.12237 -0.52693 1.38782
H 1.06239 -1.69625 1.16856
H -1.41516 -2.09712 -0.19011
H -3.12107 -1.02741 0.30144
H -4.33741 -1.43679 -0.47242
H -0.43593 1.42717 -3.28689
H -2.16336 2.11389 -2.69568
H 2.35739 0.48319 2.28439
H 1.52403 1.85878 1.66602
H 3.23641 1.82926 1.65980
H 1.98978 0.66373 -2.07260

9.
22
Properties=species:S:1:pos:R:3 method="wB97M-V/def2-TZVPD" charge=-1 multiplicity=3 gap_ev="5.72 / 5.65" e_tot_ha=-747.2398 e_above_lowest_kj_mol=198.20
C -3.98912 -0.81826 -0.56789
C -2.98442 -0.21301 -0.30010
C 2.25707 0.05749 -0.54260
C 1.59733 1.21573 -0.29267
C -1.25330 -0.49348 1.43639
C -0.71256 0.51124 -0.84438
C -1.80049 0.36657 0.19324
N 1.36217 -1.19126 -1.45875
N 0.28181 1.39555 -0.31572
O -0.18151 2.58982 0.15767
Si 3.84301 -0.35290 0.10628
H -4.84712 -1.44197 -0.62444
H 2.19827 2.11672 0.23188
H -1.73015 -1.57558 1.44990
H -0.08960 -0.68805 1.18898
H -1.56869 -0.05753 2.38236
H -0.17860 -0.33450 -1.02567
H -1.26915 0.96470 -1.75270
H -2.01007 1.27333 0.63387
H 2.02645 -1.97539 -1.39182
H 4.94839 0.33667 0.93283
H 4.10030 -1.68589 0.40333

10.
21
Properties=species:S:1:pos:R:3 method="wB97M-V/def2-TZVPD" charge=+1 gap_ev="7.94 / 7.94" e_tot_ha=-780.6313 e_above_lowest_kj_mol=390.19
C -0.57101 1.66410 -0.10742
C -1.12153 -1.28231 0.54611
C 0.28735 0.77406 -0.47111
C -0.13379 -1.20700 -0.35173
C -1.96253 1.29284 0.39447
C -1.88022 -0.10467 1.09470
C 2.71842 0.29667 -0.51968
N 1.51480 0.70746 -1.11489
N 0.82310 -1.94174 -0.94910
S 2.82544 -0.04629 1.16133
H -0.38963 2.80830 -0.07253
H -1.41343 -2.29413 0.91054
H -2.51639 2.01783 0.96449
H -2.50525 1.33118 -0.56397
H -2.88705 -0.42641 1.27855
H -1.64184 -0.06308 2.07424
H 3.60251 -0.03855 -1.00993
H 1.58645 0.96195 -2.11068
H 1.55763 -2.56936 -0.54709
H 0.58128 -2.15103 -1.90574
H 1.52567 0.27017 1.29943

11.
21
Properties=species:S:1:pos:R:3 method="wB97M-V/def2-TZVPD" charge=+1 gap_ev=8.30 e_tot_ha=-780.6763 e_above_lowest_kj_mol=272.11
C 0.44640 -1.22097 -0.51215
C -0.85001 -1.31166 -0.91371
C -0.72681 0.23950 0.57197
C -1.41748 1.56205 1.83483
C -1.41838 -2.07041 -2.22221
C 2.16516 1.62255 0.48877
C 1.68898 0.28459 1.13671
N 0.53215 -0.29233 0.47143
N -1.55897 -0.43625 -0.21686
S -2.97483 1.76455 1.95815
H 1.36158 -1.61153 -1.00589
H -0.53969 2.21877 2.00852
H -2.50237 -2.03044 -2.19188
H -0.97719 -1.48885 -3.05021
H -1.06689 -3.09030 -2.01876
H 3.07538 1.71214 -0.21498
H 1.97672 2.45995 1.16070
H 1.28970 1.88832 -0.16912
H 1.59009 0.47586 2.30558
H 2.36500 -0.58517 1.09582
H -2.45856 -0.09037 -0.51673